C16H16ClN5OS3 | the ωB97M-V functional and the def2-TZVPD basis

```
42
Properties=species:S:1:pos:R:3:forces:R:3
C 3.284189 1.406610 1.637888 0.172 0.291 0.397
N 2.955953 0.862972 0.353252 -0.117 -0.433 -0.770
C 2.465738 1.524577 -0.741952 0.177 -0.225 -0.080
C 2.089868 2.943848 -0.772645 -0.664 0.163 0.232
S 0.502639 3.167724 0.141575 -0.004 0.132 -0.124
C -0.598421 2.082550 -0.855065 0.435 0.302 0.018
C -1.703903 1.531305 -0.019474 -0.031 0.030 0.120
C -3.014689 1.948212 -0.221213 0.080 -0.034 0.005
C -4.057426 1.432496 0.526213 -0.114 -0.010 0.033
C -3.806812 0.486675 1.504695 -0.002 0.058 0.003
C -2.511272 0.060638 1.733746 0.028 0.053 0.022
C -1.478358 0.584234 0.976373 -0.305 0.067 0.044
Cl 0.118467 0.015128 1.289010 0.237 -0.184 0.177
N 2.232396 0.678863 -1.707591 -0.163 1.064 -0.469
N 2.561881 -0.549062 -1.280571 0.544 -0.589 0.489
C 2.978883 -0.438586 -0.041855 0.043 0.036 -0.233
S 3.426377 -1.755711 0.996315 0.123 -0.300 0.269
C 2.764062 -3.146981 0.013821 0.052 0.334 0.148
C 1.248758 -3.185369 0.080793 0.275 0.148 -0.389
O 0.634826 -3.856039 0.882496 0.167 -0.247 0.282
N 0.638250 -2.402144 -0.846783 0.205 -0.115 -0.241
C -0.719701 -2.233101 -0.867586 -0.636 -0.549 0.576
N -1.319878 -1.403710 -1.652460 0.861 0.262 -0.396
C -2.661426 -1.444156 -1.463224 -0.546 -0.294 0.322
C -3.090260 -2.314679 -0.517049 0.188 -0.042 -0.103
S -1.756588 -3.145757 0.200781 -0.288 0.430 -0.440
H 3.361370 0.590240 2.354454 -0.033 0.088 0.038
H 4.236275 1.939754 1.595557 -0.030 -0.053 0.058
H 2.495797 2.092778 1.950640 0.007 -0.101 0.037
H 1.944917 3.271137 -1.800232 0.209 -0.028 0.023
H 2.807022 3.581806 -0.260181 0.037 0.076 -0.084
H 0.024523 1.282174 -1.258594 -0.131 -0.007 -0.061
H -0.994897 2.685046 -1.671683 -0.027 -0.148 -0.022
H -3.213918 2.685861 -0.984451 -0.003 0.083 -0.093
H -5.066178 1.770435 0.344397 -0.098 0.035 -0.018
H -4.614726 0.078684 2.092076 -0.088 -0.042 0.057
H -2.298165 -0.678805 2.490518 0.060 -0.056 0.031
H 3.129220 -3.032378 -1.004965 0.011 -0.112 0.010
H 3.172835 -4.039377 0.485779 -0.063 0.060 -0.065
H 1.206380 -1.768893 -1.424809 -0.098 -0.230 0.206
H -3.280626 -0.797848 -2.057592 -0.199 0.097 -0.061
H -4.093393 -2.511160 -0.200400 -0.272 -0.012 0.055
```
Positions in Å, forces in eV/Å.

Properties
E_tot = -71378.824 eV
SMILES = Cn1c(CSCc2ccccc2Cl)nnc1SCC(=O)Nc1nccs1
Charge = 0
Orbital gap = 8.7 eV
E_HOMO = -8.24 eV
Lowest unoccupied orbital energy = 0.447 eV
Molecular weight = 425.99 Da